Entry 1:
This record from the OMol25 dataset describes a cluster of 8 separate species, C5H25NO8S in total at a distorted geometry. The level of theory is ωB97M-V/def2-TZVPD.

The geometry in XYZ format:
```
40
C5H25NO8S ωB97M-V/def2-TZVPD
C -0.740 2.114 1.281
N 0.740 1.715 1.101
C 1.162 0.938 -0.026
O 2.253 0.711 -0.379
C 0.136 0.407 -1.047
C 0.759 -0.295 -2.181
C 1.773 0.482 -3.042
S 3.480 -0.267 -3.063
H -0.969 2.595 2.369
H -1.260 2.716 0.667
H -1.499 1.301 1.171
H 1.429 2.040 1.785
H -0.426 1.299 -1.488
H -0.581 -0.258 -0.435
H 1.303 -1.138 -1.986
H -0.186 -0.523 -2.771
H 1.405 0.475 -4.185
H 1.858 1.452 -2.662
H 3.730 -0.365 -1.810
O -0.652 -3.306 0.981
H -0.553 -2.469 0.435
H -0.062 -4.037 0.482
O 4.118 0.317 1.397
H 3.948 1.057 2.053
H 4.256 0.675 0.565
O -3.286 -0.049 0.548
H -4.221 -0.275 0.392
H -3.034 -0.357 1.401
O -1.823 1.979 -2.785
H -1.861 2.108 -3.795
H -0.934 2.052 -2.495
O -2.411 -2.018 -1.158
H -2.492 -1.255 -0.616
H -2.445 -2.861 -0.671
O 0.507 -1.671 2.874
H 1.029 -2.529 3.173
H 0.868 -0.922 3.199
O -2.162 -0.707 3.507
H -1.785 0.152 3.570
H -1.374 -1.282 3.645
```

Output
Structure (SMILES): CNC(=O)CCCS.O.O.O.O.O.O.O
Charge: 0
ΔE to the lowest compared entry with this formula, charge and spin: 318.8 kJ/mol
Spin multiplicity: 1

These are the Mulliken partial charges, in e, on atoms 1 to 5: number 1, C, carries -0.831; number 2, N, carries -0.077; number 3, C, carries 0.278; number 4, O, carries -0.449; number 5, C, carries 1.057

---

Entry 2:
This record from the OMol25 dataset describes a cluster of 9 separate species, C5H25NO9 in total at a distorted geometry. The level of theory is ωB97M-V/def2-TZVPD.

The geometry in XYZ format:
```
40
C5H25NO9 ωB97M-V/def2-TZVPD
C 2.062 -1.151 -0.249
N 1.250 -0.183 -0.219
C 1.414 1.089 -0.932
C 0.782 2.152 0.001
C 0.257 3.233 -0.930
C -1.167 3.017 -1.359
O -1.516 3.038 -2.516
H 2.884 -1.260 -0.964
H 1.805 -1.954 0.443
H 0.808 0.900 -1.813
H 2.410 1.324 -1.320
H 0.057 1.790 0.730
H 1.618 2.590 0.514
H 0.307 4.266 -0.565
H 0.786 3.366 -1.889
H -1.915 2.809 -0.593
O 2.800 1.632 2.788
H 2.770 1.683 3.747
H 2.042 1.037 2.677
O -2.214 -0.389 4.135
H -2.603 -0.495 3.261
H -1.271 -0.399 3.914
O 0.475 -0.658 2.958
H 0.329 -1.578 3.184
H 0.751 -0.539 2.048
O -2.125 -0.818 -0.055
H -1.870 -1.753 -0.116
H -1.268 -0.431 0.175
O -0.857 -4.076 1.539
H -0.737 -3.749 0.648
H -1.782 -4.262 1.707
O -2.222 -0.499 -2.701
H -2.120 0.205 -3.323
H -2.130 -0.308 -1.751
O 2.530 0.373 -3.113
H 2.075 0.694 -3.890
H 3.272 -0.190 -3.336
O -2.152 -3.538 -0.801
H -3.010 -3.693 -0.378
H -2.524 -3.277 -1.652
```

Output
Structure (SMILES): C=NCCCC=O.O.O.O.O.O.O.O.O
Charge: 0
ΔE to the lowest compared entry with this formula, charge and spin: 303.0 kJ/mol
Spin multiplicity: 1

These are the Mulliken partial charges, in e, on atoms 1 to 5: number 1, C, carries -0.321; number 2, N, carries -0.059; number 3, C, carries -0.927; number 4, C, carries -0.325; number 5, C, carries -0.783

---

Result set for gap between HOMO and LUMO: 8.8756, 10.0497 eV, one per record in the order listed.